Entry 1:
Here is a 9-piece molecular cluster, C27H54O27 overall from the OMol25 dataset. Energies are from ωB97M-V/def2-TZVPD.

XYZ file:
```
108
Properties=species:S:1:pos:R:3:forces:R:3
C 7.4640 1.3248 -2.2754 -4.341 0.344 -1.365
O 6.8577 0.4730 -1.3084 -1.166 -1.601 1.750
C 5.5882 0.7249 -0.9623 -3.326 3.046 -3.404
O 4.8907 1.4761 -1.6747 1.481 -0.956 1.347
O 5.0168 0.1144 0.0609 2.426 -2.059 1.950
C 3.8045 0.5311 0.6803 2.347 4.266 4.780
H 8.4096 1.0728 -2.2142 4.727 -1.427 -0.244
H 7.3729 2.2833 -1.9205 -0.239 2.516 0.802
H 7.0585 1.3769 -3.3234 0.090 -0.870 1.128
H 3.8117 1.7483 0.8831 0.136 -3.324 -0.273
H 3.2056 -0.0491 1.5373 3.269 0.639 -0.801
H 3.0874 0.3719 0.0884 -5.415 -0.482 -5.792
C -5.5747 -1.0806 -0.7208 -2.790 4.705 -4.220
O -5.1161 0.0840 0.0857 1.307 -0.684 -0.740
C -5.5838 0.3231 1.3346 -2.956 -1.427 0.383
O -6.6172 -0.2121 1.7316 1.738 0.723 0.011
O -4.8830 1.2413 2.0111 0.657 0.521 -3.254
C -4.9995 1.4555 3.3913 0.678 -5.453 -1.483
H -5.4698 -2.0032 -0.4270 1.391 -4.590 3.146
H -5.2600 -1.2179 -1.8737 0.522 1.668 2.636
H -6.6723 -1.0355 -0.9293 0.586 0.554 0.764
H -4.3456 0.6731 3.7479 0.246 0.129 1.127
H -5.9400 1.2709 3.7188 -3.112 -0.794 0.877
H -4.7533 2.3430 3.7288 1.762 4.610 0.682
C 1.4237 -1.1101 -2.5055 3.231 -3.653 3.284
O 0.6182 -1.4115 -1.2729 2.008 -2.916 -0.898
C 0.1318 -0.4539 -0.5845 -4.184 3.022 0.180
O 0.1026 0.6748 -0.9825 1.098 2.177 -0.228
O -0.7213 -0.7668 0.4322 5.601 -5.137 -0.984
C -1.6944 -0.0073 0.9306 -2.188 3.581 0.046
H 0.8571 -0.7031 -3.2119 -1.956 4.131 -2.143
H 1.3844 -2.0405 -3.1051 0.692 -0.748 1.314
H 2.5789 -0.9047 -2.2547 -3.125 0.285 -0.722
H -1.3067 1.0740 1.2826 -1.279 -2.634 -0.672
H -2.1883 -0.6233 1.7108 0.434 0.839 -0.164
H -2.3859 0.0372 0.0586 -0.366 1.011 0.942
C -5.7969 -3.7089 -6.1814 -4.890 0.631 -0.077
O -4.4701 -3.6056 -6.1393 5.741 -0.125 -0.817
C -3.8086 -2.7813 -5.3429 0.915 4.342 4.015
O -4.3124 -2.1044 -4.4309 -0.257 -1.766 -1.744
O -2.4186 -2.5326 -5.4962 -2.188 -3.087 -2.452
C -1.6645 -1.6097 -4.7168 1.400 -0.624 -1.362
H -6.2336 -4.2822 -5.3868 0.135 0.206 1.409
H -6.2077 -4.3582 -6.9751 1.208 0.641 -0.621
H -6.3094 -2.7098 -6.2429 0.484 -0.911 0.132
H -1.8302 -1.7144 -3.6749 0.440 -0.983 1.197
H -2.0483 -0.6345 -4.8408 -0.153 1.372 -0.894
H -0.5388 -1.7277 -5.1328 -2.809 0.331 1.314
C 0.1459 3.4374 0.5683 -2.606 -1.647 -0.690
O 0.3748 4.6899 1.1460 1.394 2.645 3.104
C -0.6520 5.4504 1.7325 0.794 -1.923 -1.113
O -1.7299 5.3540 1.2443 -1.422 0.667 0.352
O -0.3070 6.1901 2.8235 0.357 -0.554 -0.558
C -1.2813 7.1293 3.3276 1.970 -6.111 -3.248
H -0.3047 3.6239 -0.4304 -0.025 -0.443 0.547
H -0.6435 2.8392 1.2111 1.714 1.068 -1.310
H 1.0601 2.8126 0.3381 -0.697 1.161 0.957
H -1.6353 7.7131 2.6586 -2.641 3.191 -5.457
H -0.9644 7.7740 3.9198 5.183 5.360 5.270
H -2.0161 6.8609 3.9219 -3.965 -3.299 2.145
C 4.1072 -2.1510 5.8103 -1.126 -4.685 0.142
O 3.5423 -1.9508 4.5376 0.816 -0.551 -3.085
C 4.1430 -2.5447 3.4960 1.418 -2.831 -0.367
O 5.1541 -3.2648 3.6171 -2.656 2.395 -0.815
O 3.3636 -2.4032 2.3528 1.789 -0.278 0.841
C 4.0172 -2.7602 1.0949 -2.686 0.074 -2.167
H 4.1107 -3.3092 6.1675 -0.694 2.548 -0.976
H 3.3747 -1.5626 6.2102 -1.049 1.309 3.157
H 5.0976 -1.9321 5.9739 2.211 1.417 -0.246
H 4.2302 -3.8068 0.8518 -0.560 -0.106 1.002
H 4.9097 -2.2636 0.9162 1.753 1.242 0.407
H 3.3295 -2.3789 0.2098 0.920 -0.777 2.145
C -0.4480 2.2113 -4.4642 4.445 4.743 1.544
O 0.6410 1.3722 -4.9240 -0.061 -1.446 0.860
C 1.8978 1.8392 -5.0422 0.788 2.067 -1.844
O 2.1163 3.0107 -5.4002 0.270 -3.426 1.602
O 2.8653 0.7889 -4.9153 -5.403 1.135 -0.289
C 4.1764 1.1227 -5.0272 -0.078 1.485 -0.466
H -1.3055 1.8120 -4.0631 -1.289 -2.186 0.792
H -0.7330 2.9823 -5.1351 -0.211 0.055 -1.689
H 0.0011 3.0039 -3.6683 -0.869 -2.279 -1.147
H 4.5501 1.4164 -5.9455 -0.137 0.740 -2.652
H 4.7400 0.3118 -4.8263 1.632 -2.866 1.361
H 4.3767 1.9152 -4.4141 0.885 1.891 2.037
C -1.8471 3.3216 4.4586 4.103 -2.263 1.722
O -1.5886 2.0119 3.9645 2.610 -2.801 -1.055
C -0.2380 1.4547 4.1218 -1.725 1.420 0.417
O 0.6098 2.0007 4.7772 -0.597 -0.313 -0.555
O -0.0917 0.2729 3.4719 -1.130 1.948 1.249
C 1.2215 -0.2859 3.5310 -3.086 -5.029 2.670
H -1.7801 3.2410 5.5329 -0.214 0.703 0.341
H -2.6975 3.6425 4.0778 -4.534 0.812 -1.341
H -1.1678 4.0060 4.0380 1.520 0.878 -0.010
H 1.8951 0.3006 3.1357 3.622 3.441 -1.403
H 1.0768 -1.0994 2.8582 0.196 -0.730 -0.800
H 1.5565 -0.8871 4.4751 -0.956 2.053 -1.182
C -0.3679 -4.7795 3.2189 -1.300 -1.339 3.487
O -1.2929 -4.0412 2.4015 -0.712 -0.418 5.887
C -1.2740 -3.9753 1.1669 2.675 -2.619 -8.112
O -0.4327 -4.5302 0.3702 -2.621 2.085 3.162
O -2.3713 -3.3359 0.6918 -0.808 0.580 2.818
C -2.4785 -3.1811 -0.6554 2.499 -1.856 -4.757
H 0.5358 -4.8506 2.7866 3.284 0.616 -1.642
H -0.4703 -5.8626 3.5506 -1.615 0.639 -1.715
H -0.2881 -4.4739 4.3248 -0.379 1.190 -2.063
H -2.8196 -4.1189 -1.2058 0.732 0.452 1.072
H -1.4385 -2.9558 -1.0171 -0.893 -0.479 -0.102
H -3.0693 -2.4934 -1.2560 -0.842 1.205 1.901
```
Forces are in eV/Å.

The value obtained for the HOMO-LUMO gap is 10.71 eV. The calculation puts the LUMO energy at 0.474 eV. Its total energy is -84140.2567 eV. As for the SMILES: COC(=O)OC.COC(=O)OC.COC(=O)OC.COC(=O)OC.COC(=O)OC.COC(=O)OC.COC(=O)OC.COC(=O)OC.COC(=O)OC. Its HOMO energy is -10.236 eV.

Here are the Mulliken charges for atoms 1 to 6, given in e: C -0.74; O -0.37; C 0.77; O -0.58; O -0.15; C -0.15

***

Entry 2:
Here is one molecule with the formula C16H22Si2 from the OMol25 dataset. Energies are from ωB97M-V/def2-TZVPD.

XYZ file:
```
40
Properties=species:S:1:pos:R:3:forces:R:3
C 5.1373 2.3442 -1.5053 -0.522 0.055 0.364
Si 4.5813 0.7511 -2.2231 0.920 -0.558 0.499
C 4.4326 0.8821 -4.0725 -1.143 -0.009 0.167
C 5.7225 -0.6697 -1.6772 0.129 0.552 -1.272
C 3.0416 0.2654 -1.4171 -1.225 -0.247 -0.033
C 2.0491 -0.3330 -1.0640 1.037 -0.218 -0.228
C 0.9961 -1.2102 -0.7010 -1.113 -0.547 0.159
C 0.9516 -2.5723 -1.0335 -0.035 -0.471 0.035
C -0.2006 -3.3292 -0.7825 1.193 0.273 0.071
C -1.2747 -2.7736 -0.1241 -0.074 -0.347 -0.481
C -1.2570 -1.4493 0.2619 0.854 0.180 -0.622
C -2.4028 -0.8912 0.8888 -0.249 0.516 0.640
C -3.3233 -0.4079 1.5114 0.876 -0.485 -0.596
Si -4.5107 0.5979 2.4065 -1.051 1.133 0.804
C -4.3581 0.4616 4.2664 0.065 0.354 0.270
C -4.1288 2.4205 1.9982 -0.648 -0.976 -0.505
C -6.2603 0.0074 2.0758 0.513 -0.016 -0.627
C -0.1148 -0.6894 -0.0621 -1.121 0.509 0.397
H 4.3132 3.0435 -1.6518 0.136 0.278 -0.016
H 5.2675 2.2154 -0.4307 0.175 0.138 0.020
H 6.0355 2.7121 -1.9698 0.389 0.283 -0.078
H 3.6422 1.5865 -4.3930 0.330 -0.185 0.326
H 4.0963 -0.1012 -4.4176 0.421 0.086 -0.360
H 5.3620 1.2252 -4.5060 0.283 -0.267 -0.263
H 6.6725 -0.5384 -2.1965 0.278 0.026 0.046
H 5.3479 -1.6250 -2.0315 -0.228 -0.194 0.138
H 5.9286 -0.7094 -0.6211 -0.142 0.041 0.429
H 1.8180 -3.0626 -1.4674 -0.111 0.197 -0.126
H -0.2177 -4.3764 -1.0537 -0.002 0.036 -0.081
H -2.1584 -3.3606 -0.0020 -0.439 -0.251 0.322
H -5.2042 0.9038 4.8187 0.213 0.198 -0.482
H -4.3917 -0.5689 4.5628 0.269 -0.741 0.170
H -3.4385 0.9157 4.6449 -0.029 -0.123 0.030
H -3.0575 2.5393 2.0975 0.239 0.233 0.018
H -4.6521 3.0357 2.7161 -0.035 0.305 0.262
H -4.4507 2.7224 0.9928 0.206 -0.098 0.191
H -6.9423 0.4825 2.7570 -0.344 0.229 0.397
H -6.3247 -1.0762 2.2110 -0.002 0.105 -0.039
H -6.5754 0.2605 1.0656 -0.100 -0.138 -0.149
H -0.1512 0.3714 0.1281 0.089 0.144 0.201
```
Forces are in eV/Å.

The value obtained for the HOMO-LUMO gap is 9.08 eV. The calculation puts the LUMO energy at 0.329 eV. Its total energy is -32703.3684 eV. As for the SMILES: C[Si](C)(C)C#Cc1cccc(C#C[Si](C)(C)C)c1. Its HOMO energy is -8.755 eV.

Here are the natural (NBO) charges for atoms 1 to 6, given in e: C -1.11; Si 1.60; C -1.11; C -1.08; C -0.45; C 0.00

***

Entry 3:
Here is C29H30N5O10S2Tl as an isolated structure from the OMol25 dataset. Energies are from ωB97M-V/def2-TZVPD.

XYZ file:
```
77
Properties=species:S:1:pos:R:3:forces:R:3
Tl -0.3949 0.5165 0.5249 -1.580 -1.392 2.539
O -3.6480 1.4455 3.4908 0.009 -0.019 0.008
C -2.7347 1.3892 2.6629 0.056 0.141 0.022
O -2.2293 0.3441 2.1453 -0.336 0.640 -0.124
C -2.0833 2.7776 2.2027 -0.104 -0.063 -0.026
O -2.5141 3.8352 2.6644 0.009 0.003 -0.012
O -1.1339 2.6919 1.3452 0.251 0.130 -0.014
N -0.9038 3.3586 -1.5333 0.025 -0.101 -0.142
C -2.0819 2.6043 -1.4198 -0.066 -0.311 0.385
C -3.1886 3.1126 -2.0961 -0.312 -0.105 -0.043
C -4.3887 2.4182 -2.0309 0.284 0.184 -0.043
C -4.4566 1.2478 -1.3022 0.097 -0.069 0.131
C -3.3121 0.7998 -0.6545 -0.167 0.206 -0.077
N -2.1584 1.4759 -0.7182 0.370 -0.095 -0.859
C 0.4084 3.3302 -1.1188 0.047 -0.168 0.562
C 1.1985 4.4077 -1.5666 0.218 0.006 0.070
C 2.5286 4.4547 -1.2220 -0.213 0.039 -0.062
C 3.0659 3.4302 -0.4576 0.111 -0.034 0.164
C 2.2319 2.4028 -0.0483 0.458 0.773 -2.027
N 0.9353 2.3621 -0.3546 -0.247 -0.013 -0.871
H -1.0744 4.1724 -2.0978 -0.026 0.023 0.040
H -3.1095 4.0346 -2.6596 -0.002 0.014 0.015
H -5.2618 2.7980 -2.5477 0.014 0.030 -0.008
H -5.3726 0.6807 -1.2238 0.031 -0.042 0.048
H -3.3281 -0.1097 -0.0665 0.149 0.021 0.009
H 0.7550 5.1837 -2.1774 -0.012 0.006 0.008
H 3.1523 5.2730 -1.5609 -0.029 0.020 -0.013
H 4.1140 3.4226 -0.1892 -0.008 -0.045 0.010
H 2.6962 1.5668 0.4372 -0.370 -0.492 -0.439
O 1.0032 -1.2762 -1.2682 0.397 0.049 -0.454
S 2.1498 -0.9459 -0.3854 0.412 -0.637 0.281
C 3.6425 -1.5806 -1.2787 0.112 0.103 -0.082
C 3.9654 -2.9637 -0.7392 0.146 0.030 0.043
C 3.7529 -2.8318 0.7644 -0.140 -0.078 -0.134
C 2.3729 -2.1910 0.9311 0.512 -0.353 0.016
H 4.4669 -0.8912 -1.0672 -0.010 0.013 -0.006
H 3.4200 -1.5499 -2.3444 -0.087 0.072 0.020
H 4.9828 -3.2762 -0.9952 -0.011 0.001 -0.033
H 3.2754 -3.7015 -1.1557 -0.052 0.023 0.037
H 4.5316 -2.1927 1.1958 0.029 -0.016 -0.025
H 3.7989 -3.7971 1.2740 -0.015 0.022 0.043
H 2.2135 -1.6935 1.8812 -0.214 0.030 -0.045
H 1.5718 -2.9164 0.7873 -0.179 0.187 -0.001
C -2.7505 -5.3171 -5.9682 -0.012 0.064 0.038
C -2.6676 -4.6624 -4.6115 -0.027 -0.067 -0.032
C -3.6752 -3.8244 -4.1527 0.017 0.059 0.032
C -3.5996 -3.2363 -2.8931 0.029 0.021 -0.066
C -2.5105 -3.4772 -2.0733 -0.104 -0.120 0.150
C -1.5019 -4.3245 -2.5184 0.024 0.045 -0.051
C -1.5808 -4.9072 -3.7729 0.018 0.046 0.030
S -2.3963 -2.7357 -0.4255 -0.013 -0.179 -0.479
O -1.8197 -3.7976 0.3719 0.006 0.033 0.049
O -3.7763 -2.3898 -0.1062 0.016 0.065 0.018
O -1.5357 -1.5899 -0.6829 -0.605 -0.007 -0.116
H -3.5840 -4.9146 -6.5462 -0.011 -0.009 0.009
H -2.8964 -6.3968 -5.8782 0.022 -0.007 -0.032
H -1.8365 -5.1491 -6.5427 0.006 -0.043 -0.004
H -4.5368 -3.6265 -4.7840 0.014 -0.009 -0.022
H -4.3869 -2.5864 -2.5324 -0.007 -0.025 0.034
H -0.6609 -4.5153 -1.8639 -0.011 -0.001 0.014
H -0.7849 -5.5668 -4.1073 -0.006 0.007 -0.023
N 4.0471 3.0751 6.2722 0.084 0.019 0.061
C 2.8904 2.3523 6.3631 -0.008 0.010 -0.012
O 2.4561 2.0251 7.4523 0.007 -0.019 -0.006
C 2.2146 1.9995 5.0731 0.047 0.040 -0.029
C 2.7055 2.3719 3.8219 -0.139 -0.099 0.148
C 1.9841 1.9858 2.7038 -0.019 0.028 0.793
N 0.8748 1.2670 2.7524 0.344 0.649 0.259
C 0.3901 0.9256 3.9390 -0.031 -0.249 -0.015
C 1.0329 1.2733 5.1228 -0.044 -0.039 -0.023
H 4.5038 3.3160 7.1327 -0.018 0.000 0.009
H 4.4484 3.3721 5.4053 -0.067 -0.023 -0.041
H 3.6090 2.9548 3.6884 0.000 0.002 -0.005
H 2.2998 2.2521 1.7107 0.044 0.339 1.361
H -0.5258 0.3438 3.9109 0.013 -0.018 -0.026
H 0.6207 0.9777 6.0770 0.015 0.045 0.020
O 0.0905 -1.0938 1.6344 0.859 0.712 -0.954
```
Forces are in eV/Å.

The total charge is -2. The value obtained for the HOMO-LUMO gap is 5.24 eV. The calculation puts the LUMO energy at 3.677 eV. Its total energy is -84847.0783 eV. Its HOMO energy is -1.563 eV.

Here are the Mulliken charges for atoms 1 to 6, given in e: Tl 2.12; O -0.84; C 0.51; O -0.50; C 0.52; O -0.80

***

Entry 4:
Here is one molecule with the formula C6H5NO3 from the OMol25 dataset. Energies are from ωB97M-V/def2-TZVPD.

XYZ file:
```
15
Properties=species:S:1:pos:R:3:forces:R:3
C 1.4871 -0.0370 -3.1750 1.725 2.092 -4.392
C 1.0268 -0.5953 -2.2458 -1.212 -2.428 6.727
O 0.8699 -1.2930 -0.7239 -0.002 1.495 -3.969
N 0.1701 -0.5940 0.2125 0.417 0.265 -1.029
C -1.1914 -0.5829 0.4120 -0.863 0.373 0.989
O -2.1104 -1.1647 -0.3907 0.175 -0.271 -0.085
C -1.4812 0.1925 1.5081 1.452 -0.700 -1.163
C -0.2509 0.7850 1.8939 1.566 -0.671 -0.953
C 0.7796 0.3120 1.0851 -2.704 0.951 1.281
O 2.0496 0.7210 0.9917 0.456 -0.464 -0.509
H 1.8783 0.4366 -4.1580 -1.055 -1.166 2.484
H -2.9124 -0.7281 -0.0601 -0.050 -0.504 -0.563
H -2.4247 0.2466 1.9926 -0.548 0.230 0.156
H -0.1463 1.5419 2.6109 0.315 0.719 0.910
H 2.2560 0.7593 0.0466 0.325 0.079 0.115
```
Forces are in eV/Å.

The value obtained for the HOMO-LUMO gap is 7.19 eV. The calculation puts the LUMO energy at -0.329 eV. Its total energy is -13928.0783 eV. As for the SMILES: C#COn1c(O)ccc1O. Its HOMO energy is -7.522 eV.

Here are the natural (NBO) charges for atoms 1 to 6, given in e: C -0.33; C 0.22; O -0.28; N -0.09; C 0.42; O -0.65